Computed, not measured: a structure of composition C31H40ClN3OP2S4SbTc, with ωB97M-V with the def2-TZVPD basis set.

Results
orbital gap (spin up / spin down) = 0.1743 / 0.1743 hartree
DFT total energy = -122455.3738 eV
lowest unoccupied orbital energy (spin up / spin down) = -13.5 / -13.5 eV
energy relative to the best compared isomer or geometry (same formula, charge and spin) = 3.3 kcal per mole
net charge = +4
2S+1 = 1

```
84
Properties=species:S:1:pos:R:3:forces:R:3
Tc -1.523 0.174 0.293 0.32 0.74 -0.59
C 2.477 -1.535 1.348 0.03 0.02 -0.08
N 1.262 -0.824 0.878 0.33 -0.30 0.08
P 0.294 0.082 1.917 -0.12 -0.10 -0.02
C 0.273 -0.691 3.523 -0.23 0.15 0.29
C -0.547 -1.785 3.831 0.15 0.06 -0.01
C -0.453 -2.388 5.074 -0.01 0.00 -0.04
C 0.449 -1.907 6.018 0.00 0.01 0.00
C 1.261 -0.820 5.722 0.01 -0.04 0.00
C 1.174 -0.204 4.484 -0.09 -0.04 -0.01
C 1.063 1.697 2.152 0.00 0.10 0.02
C 2.407 1.922 1.852 0.06 -0.01 0.00
C 2.985 3.155 2.144 0.01 -0.02 -0.04
C 2.223 4.163 2.721 -0.02 0.02 0.02
C 0.876 3.948 3.008 -0.01 -0.06 -0.04
C 0.297 2.718 2.726 0.06 0.02 -0.05
P 0.186 -1.495 -0.270 -0.08 0.12 0.29
C 0.117 -3.257 -0.072 -0.12 -0.20 -0.14
C -0.912 -3.865 0.656 0.09 -0.02 -0.06
C -0.907 -5.239 0.839 -0.02 -0.02 0.00
C 0.115 -6.008 0.296 0.01 -0.01 -0.03
C 1.138 -5.410 -0.434 -0.01 -0.02 0.00
C 1.140 -4.040 -0.629 -0.02 -0.03 0.06
C 0.979 -1.217 -1.871 -0.14 0.11 -0.16
C 2.140 -0.453 -2.014 0.04 -0.05 -0.05
C 2.683 -0.240 -3.281 -0.07 0.08 0.04
C 2.057 -0.768 -4.405 -0.01 0.02 -0.03
C 0.893 -1.518 -4.268 -0.01 -0.01 0.02
C 0.357 -1.745 -3.008 0.05 0.02 -0.01
H 2.833 -1.082 2.272 -0.02 0.01 0.00
H 3.267 -1.476 0.601 -0.01 -0.01 -0.01
H 2.255 -2.583 1.547 -0.02 0.01 0.02
H -1.260 -2.167 3.116 0.03 -0.03 -0.04
H -1.089 -3.230 5.313 0.02 0.03 -0.01
H 0.511 -2.376 6.992 0.00 0.00 -0.03
H 1.960 -0.447 6.458 -0.01 0.00 0.00
H 1.805 0.651 4.279 -0.01 -0.01 0.01
H 3.020 1.127 1.439 -0.02 0.05 0.01
H 4.039 3.317 1.949 -0.03 -0.01 0.02
H 2.684 5.110 2.973 -0.02 -0.03 -0.02
H 0.292 4.731 3.476 0.02 -0.04 -0.01
H -0.743 2.540 2.987 0.05 0.01 0.05
H -1.722 -3.276 1.060 0.01 0.00 0.02
H -1.706 -5.713 1.396 0.04 0.02 -0.04
H 0.107 -7.082 0.428 0.02 0.03 0.02
H 1.928 -6.015 -0.859 -0.03 0.01 0.01
H 1.932 -3.587 -1.214 -0.02 -0.01 0.03
H 2.649 -0.070 -1.135 -0.01 -0.01 -0.04
H 3.614 0.307 -3.388 0.01 -0.08 0.01
H 2.491 -0.619 -5.387 -0.02 -0.02 0.05
H 0.422 -1.948 -5.144 0.02 0.00 0.03
H -0.527 -2.368 -2.902 0.08 0.01 -0.01
S -6.022 2.860 0.602 -0.25 -0.13 0.42
Sb -5.340 5.263 -0.109 -0.04 0.08 -0.09
S -2.860 2.056 0.912 0.23 0.26 0.06
S -4.609 1.524 0.318 -0.13 -0.19 -0.32
S -3.226 4.955 -0.512 0.17 -0.01 -0.05
N 1.792 3.688 -2.606 -0.03 -0.03 0.16
C 1.230 3.736 -1.192 -0.15 0.06 -0.15
C -0.095 2.988 -1.020 0.08 -0.10 -0.08
N 0.053 1.539 -0.728 -0.27 0.29 0.16
H 2.712 4.139 -2.644 0.03 0.01 0.01
H 1.195 4.192 -3.267 -0.04 0.00 -0.02
H 1.911 2.732 -2.957 0.04 -0.04 0.02
H 1.079 4.790 -0.964 0.07 0.03 -0.06
H 1.999 3.355 -0.522 0.03 -0.02 0.00
H -0.740 3.113 -1.892 0.01 0.03 0.02
H -0.602 3.470 -0.188 0.00 -0.05 0.13
H 0.836 1.456 -0.079 0.12 -0.08 -0.09
H 0.342 1.031 -1.566 0.00 -0.06 0.00
C -3.355 -1.052 -3.472 0.01 0.14 -0.08
C -3.369 0.447 -3.801 -0.06 -0.15 -0.02
C -2.407 1.026 -2.789 -0.10 -0.08 0.13
O -2.560 0.185 -1.596 0.26 -0.21 -0.11
C -3.264 -1.081 -1.964 0.09 0.06 -0.19
H -2.489 -1.529 -3.931 -0.01 -0.04 0.02
H -4.251 -1.566 -3.815 0.02 0.01 -0.06
H -4.370 0.862 -3.678 0.03 0.03 0.01
H -3.034 0.650 -4.817 -0.08 0.00 -0.01
H -2.630 2.054 -2.500 -0.03 -0.01 0.07
H -1.373 0.944 -3.133 0.04 -0.06 0.03
H -4.240 -1.047 -1.485 -0.01 0.07 0.08
H -2.700 -1.920 -1.560 0.11 0.06 0.05
Cl -2.880 -1.055 1.467 -0.44 -0.37 0.41
```
Forces are in eV/Å.